Version a
Density functional theory data (wB97M-V/def2-TZVPD) for 2 unconnected molecules or ions with the total composition H2NOS.

Structure (ORCA input):
```
! wB97M-V def2-TZVPD RIJCOSX def2/J DEFGRID3
* xyz -1 1
N -0.45421 0.11267 1.03232
O -0.20510 1.21913 1.45284
S -0.30872 -0.10578 -1.06690
H 0.59371 -0.94734 1.59569
H -1.56752 0.42233 -1.36532
*
```

Output
* highest occupied orbital energy (spin up / spin down): -2.27 / -2.36 eV
* Kohn-Sham gap (spin up / spin down): 6.66 / 6.69 eV
* M: 64.09 Da

Charge distribution, natural (NBO) scheme, values in e:
1. N -0.0488
2. O -0.4708
3. S -0.4637
4. H -0.1006
5. H 0.0838



Version b
Density functional theory data (wB97M-V/def2-TZVPD) for a gas-phase ion, H2NOS (charge -1).

Structure (ORCA input):
```
! wB97M-V def2-TZVPD RIJCOSX def2/J DEFGRID3
* xyz -1 1
O -1.61629 0.43838 0.25364
N -0.56159 -0.25024 -0.02768
S 1.34133 0.29544 0.25141
H -0.48530 -0.99960 0.67225
H 1.32185 0.51602 -1.14962
*
```

Output
* SMILES: [O-]NS
* highest occupied orbital energy (spin up / spin down): -1.88 / -1.88 eV
* Kohn-Sham gap (spin up / spin down): 6.21 / 6.21 eV
* M: 64.09 Da

Charge distribution, natural (NBO) scheme, values in e:
1. O -0.6538
2. N -0.3049
3. S -0.3991
4. H 0.2543
5. H 0.1035



Which one sits at the bottom of the stability order? version a does.



Version a
Density functional theory data (wB97M-V/def2-TZVPD) for 2 unconnected molecules or ions with the total composition C2H2Cl2O2.

Structure (ORCA input):
```
! wB97M-V def2-TZVPD RIJCOSX def2/J DEFGRID3
* xyz 0 1
C -1.50029 -0.95596 -0.69869
C 1.03046 0.71907 0.32352
O 1.38920 1.93562 0.43637
O -0.96101 -0.39286 -1.57032
Cl -2.96905 -1.91246 -1.05545
Cl 1.79494 -0.35336 1.46267
H -1.06845 -1.22588 0.28877
H 2.28421 2.18583 0.81313
*
```

Output
* highest occupied orbital energy: -9.49 eV
* Kohn-Sham gap: 9.64 eV
* M: 128.94 Da

Charge distribution, natural (NBO) scheme, values in e:
1. C 0.3977
2. C 0.2527
3. O -0.6472
4. O -0.4506
5. Cl -0.1122
6. Cl -0.0923
7. H 0.1618
8. H 0.4900



Version b
Density functional theory data (wB97M-V/def2-TZVPD) for a single C2H2Cl2O2 molecule.

Structure (ORCA input):
```
! wB97M-V def2-TZVPD RIJCOSX def2/J DEFGRID3
* xyz 0 1
O -1.33520 0.64670 -1.35909
C -1.32008 0.42251 -0.18014
Cl -2.64068 0.56006 0.89275
O -0.30382 0.10731 0.51317
C 1.16906 -0.24825 0.01979
Cl 1.67769 -1.55872 1.02515
H 1.08591 -0.63175 -0.97909
H 1.66713 0.70214 0.06746
*
```

Output
* SMILES: O=C(Cl)OCCl
* highest occupied orbital energy: -10.93 eV
* Kohn-Sham gap: 11.61 eV
* M: 128.94 Da

Charge distribution, natural (NBO) scheme, values in e:
1. O -0.5805
2. C 0.7266
3. Cl -0.0054
4. O -0.5357
5. C -0.0833
6. Cl 0.0376
7. H 0.2198
8. H 0.2210



Which one sits at the bottom of the stability order? version a does.



Version a
Density functional theory data (wB97M-V/def2-TZVPD) for a molecular structure, C8H16Cl8.

Structure (ORCA input):
```
! wB97M-V def2-TZVPD RIJCOSX def2/J DEFGRID3
* xyz 0 1
Cl 1.45438 1.19458 0.84287
C -0.14948 0.77047 0.22967
C -0.00603 -0.22629 -1.00879
Cl 0.76600 -1.72514 -0.59406
H -0.62708 1.68779 -0.11460
H -0.79084 0.33180 0.99408
H 0.61275 0.17257 -1.81261
H -0.98824 -0.41163 -1.44354
Cl -2.18173 -0.59260 2.63795
C -1.16889 -1.58059 1.52541
C -1.10432 -2.96961 2.14426
Cl -0.11392 -3.95209 1.13178
H -0.23447 -1.03471 1.39511
H -1.53743 -1.60637 0.49993
H -2.05086 -3.49701 2.26260
H -0.61229 -2.92095 3.11568
Cl 0.39213 0.23471 -5.49038
C 0.66253 -1.42583 -4.74730
C 0.58445 -1.30880 -3.27444
Cl -1.19701 -1.15261 -2.77143
H 1.68339 -1.72519 -4.98459
H 0.05240 -2.20247 -5.20845
H 1.24727 -0.54637 -2.86523
H 1.01099 -2.16906 -2.75858
Cl -0.40910 4.67787 1.07919
C -0.12028 3.74378 2.55222
C 1.24887 3.02104 2.59712
Cl 1.32422 1.63872 3.71946
H -0.90869 2.99226 2.59401
H -0.38928 4.42153 3.36240
H 2.12218 3.65868 2.73443
H 1.42846 2.50140 1.65594
*
```

Output
* highest occupied orbital energy: -8.99 eV
* Kohn-Sham gap: 9.31 eV
* M: 395.84 Da

Results of the natural (NBO) charge analysis, in e, for atoms 1 through 8:
1. Cl 0.0249
2. C -0.4125
3. C -0.4377
4. Cl -0.0344
5. H 0.2353
6. H 0.2308
7. H 0.2009
8. H 0.2150



Version b
Density functional theory data (wB97M-V/def2-TZVPD) for 4 unconnected molecules or ions with the total composition C8H16Cl8.

Structure (ORCA input):
```
! wB97M-V def2-TZVPD RIJCOSX def2/J DEFGRID3
* xyz 0 1
Cl 5.49327 -21.82756 14.11677
C 7.19461 -22.07734 14.57026
C 8.14558 -21.68008 13.47940
Cl 8.18809 -19.92792 13.18624
H 7.30634 -23.14419 14.75352
H 7.39533 -21.54105 15.49431
H 7.90478 -22.18484 12.54778
H 9.14288 -22.01248 13.77325
Cl 7.79988 -25.10560 12.87626
C 6.11022 -25.63904 12.91212
C 5.52793 -25.61012 14.29520
Cl 6.31218 -26.78326 15.37584
H 6.07926 -26.65966 12.53040
H 5.51646 -25.02849 12.23458
H 4.46939 -25.86004 14.22797
H 5.59885 -24.62312 14.74606
Cl 6.77752 -24.34970 8.65607
C 8.23626 -23.66324 9.40667
C 8.15516 -22.17974 9.64002
Cl 7.68427 -21.24166 8.20470
H 9.07885 -23.92670 8.77243
H 8.36858 -24.15221 10.37240
H 9.13369 -21.80698 9.93665
H 7.43498 -21.94192 10.42026
Cl 11.59440 -27.03123 16.51623
C 9.99309 -26.25338 16.44273
C 10.10835 -24.77910 16.15200
Cl 10.74582 -24.48310 14.50959
H 9.52362 -26.41061 17.41076
H 9.40934 -26.74316 15.66749
H 10.75961 -24.27271 16.85966
H 9.12320 -24.31641 16.18946
*
```

Output
* SMILES: ClCCCl.ClCCCl.ClCCCl.ClCCCl
* highest occupied orbital energy: -10.78 eV
* Kohn-Sham gap: 11.21 eV
* M: 395.84 Da

Results of the natural (NBO) charge analysis, in e, for atoms 1 through 8:
1. Cl -0.0643
2. C -0.3923
3. C -0.3995
4. Cl -0.0508
5. H 0.2210
6. H 0.2253
7. H 0.2173
8. H 0.2356



Which one sits at the bottom of the stability order? version a does.



Version a
Density functional theory data (wB97M-V/def2-TZVPD) for a gas-phase ion, C4H11N2S (charge +1).

Structure (ORCA input):
```
! wB97M-V def2-TZVPD RIJCOSX def2/J DEFGRID3
* xyz 1 1
C 3.01526 0.04355 -0.49623
N 2.10086 -0.40884 0.55835
C 0.41260 0.15299 0.61591
S 0.18379 1.78871 -0.01859
C -0.33868 0.16542 -0.64469
N -1.73644 -0.41673 -0.48161
C -2.65678 0.16513 0.59134
H 3.89217 -0.69687 -0.34900
H 2.47871 0.00786 -1.37357
H 3.42655 1.11604 -0.46198
H 2.25083 -0.13737 1.50113
H 0.17950 -0.29478 1.59951
H 0.20041 -0.04302 -1.63222
H -2.07608 -0.41449 -1.46038
H -1.65721 -1.37189 -0.26149
H -3.04332 -0.59989 1.12865
H -2.10822 0.79466 1.17676
H -3.41090 0.75023 0.18773
*
```

Output
* SMILES: CN[C@H]1S[C@@H]1[NH2+]C
* highest occupied orbital energy: -12.45 eV
* Kohn-Sham gap: 8.96 eV
* M: 119.21 Da

Results of the natural (NBO) charge analysis, in e, for atoms 1 through 8:
1. C -0.4331
2. N -0.5845
3. C -0.2485
4. S 0.2781
5. C -0.2287
6. N -0.5033
7. C -0.3917
8. H 0.2456



Version b
Density functional theory data (wB97M-V/def2-TZVPD) for a gas-phase ion, C4H11N2S (charge +1).

Structure (ORCA input):
```
! wB97M-V def2-TZVPD RIJCOSX def2/J DEFGRID3
* xyz 1 1
C 0.66583 -1.81950 -0.62952
C -0.68091 0.14452 -0.59296
C -0.70272 1.60088 1.58771
C 0.05580 0.59299 0.64985
N -0.52868 -1.07192 -1.03460
N 1.70434 -0.83565 -0.78429
S -1.59598 1.24976 -1.47778
H 0.31282 -2.13408 0.34069
H 0.51005 -2.74384 -1.24079
H -1.78110 1.34312 1.91296
H -0.72187 2.49629 1.14680
H -0.27561 1.66327 2.60093
H 0.37344 -0.34238 1.08332
H 1.13086 1.00889 0.44357
H -1.07635 -1.41139 -1.81508
H 2.39993 -0.92510 -0.03835
H 2.14561 -0.88658 -1.68174
H -1.93545 2.07072 -0.47071
*
```

Output
* highest occupied orbital energy: -14.23 eV
* Kohn-Sham gap: 9.91 eV
* M: 119.21 Da

Results of the natural (NBO) charge analysis, in e, for atoms 1 through 8:
1. C -0.0832
2. C 0.2611
3. C -0.6230
4. C -0.5019
5. N -0.4982
6. N -0.8455
7. S 0.2231
8. H 0.2266



Version c
Density functional theory data (wB97M-V/def2-TZVPD) for a gas-phase ion, C4H11N2S (charge +1).

Structure (ORCA input):
```
! wB97M-V def2-TZVPD RIJCOSX def2/J DEFGRID3
* xyz 1 1
C -1.71102 -3.01850 -0.67552
C -1.75532 -1.78971 -0.13326
S -1.19924 -0.48843 -1.13153
C -0.15723 0.75284 0.23624
N 0.14223 0.09447 1.45540
N 0.97545 1.13102 -0.53212
C 1.87016 2.21773 0.03309
H -2.29905 -3.95003 -0.36307
H -1.00058 -3.34760 -1.53664
H -2.36693 -1.55053 0.73213
H -0.65473 1.69411 0.26086
H -0.49635 -0.04300 2.21510
H 0.64021 -0.73079 1.18990
H 1.42771 0.25881 -0.65230
H 0.74324 1.21701 -1.57028
H 1.15181 2.99137 0.14423
H 2.13112 1.86566 0.94946
H 2.55851 2.69556 -0.62170
*
```

Output
* SMILES: C=CS[C@@H](N)[NH2+]C
* highest occupied orbital energy: -12.60 eV
* Kohn-Sham gap: 9.16 eV
* M: 119.21 Da

Results of the natural (NBO) charge analysis, in e, for atoms 1 through 8:
1. C -0.3253
2. C -0.4454
3. S 0.1258
4. C 0.0870
5. N -0.8318
6. N -0.5315
7. C -0.4069
8. H 0.2383



Which one sits at the bottom of the stability order? version a does.